one) This record from the OMol25 dataset describes an isolated ion of composition C2H3N4 and charge +1. The level of theory is wB97M-V/def2-TZVPD.

Each line ends with the natural charge from an NBO analysis.
CARTESIAN COORDINATES (ANGSTROEM)
N 0.8437 -0.1315 0.7021  -0.184
H 1.0045 -1.6962 -0.9168  0.252
N 1.8422 0.2543 -0.3302  -0.066
C -1.2861 0.1926 -0.3665  0.256
C 1.2107 -0.7947 -0.4720  0.187
N -0.6852 1.2623 -0.5883  -0.016
H -1.9910 -0.5441 -0.1316  0.297
N -0.3350 0.5493 0.6004  -0.169
H -0.6038 0.9080 1.5029  0.443

Calculated values
- multiplicity = 1
- charge = +1
- SMILES = C1=NN1[N@@H+]1C=N1
- HOMO level (eV) = -16.04
- HOMO-LUMO gap (eV) = 9.8
- lowest unoccupied orbital energy (eV) = -6.24

***

two) This record from the OMol25 dataset describes a 2-piece molecular cluster, C2H3N4 overall. The level of theory is wB97M-V/def2-TZVPD.

Each line ends with the natural charge from an NBO analysis.
CARTESIAN COORDINATES (ANGSTROEM)
N -2.1254 0.0372 0.1944  0.330
C 2.0775 0.3442 -1.2164  0.432
N -1.1439 0.5694 0.0831  -0.196
N -3.0439 -0.5649 0.5548  -0.411
C 0.8714 -0.1918 0.8064  0.230
H 2.5076 0.7551 -2.0455  0.273
H 0.5923 0.4799 1.6410  0.249
N 1.5279 0.2279 -0.1786  -0.360
H -3.9014 -0.9520 0.1805  0.453

Calculated values
- multiplicity = 1
- charge = +1
- HOMO level (spin up / spin down) (eV) = -14.43 / -14.43
- HOMO-LUMO gap (spin up / spin down) (eV) = 7.1 / 7.1
- lowest unoccupied orbital energy (spin up / spin down) (eV) = -7.34 / -7.34

***

Short version: two) is the most stable of them.

***

one) This record from the OMol25 dataset describes a 2-piece molecular cluster, C2H3N4 overall. The level of theory is wB97M-V/def2-TZVPD.

Each line ends with the natural charge from an NBO analysis.
CARTESIAN COORDINATES (ANGSTROEM)
C 3.3522 -0.4430 -0.2129  0.230
H -3.5141 -0.2329 -0.2164  0.456
H -2.4536 -0.8004 0.8598  0.418
H 4.3383 -0.6076 -0.3066  0.238
N -2.5143 -0.1669 0.0743  -0.401
N -1.5670 0.5074 -0.5102  0.247
C 0.5279 1.2236 0.3692  0.565
N -0.4277 0.6792 -0.0566  -0.396
N 2.2581 -0.1593 -0.0007  -0.358

Calculated values
- multiplicity = 1
- charge = +1
- HOMO level (eV) = -15.69
- HOMO-LUMO gap (eV) = 8.5
- lowest unoccupied orbital energy (eV) = -7.17

***

two) This record from the OMol25 dataset describes an isolated ion of composition C2H3N4 and charge +1. The level of theory is wB97M-V/def2-TZVPD.

Each line ends with the natural charge from an NBO analysis.
CARTESIAN COORDINATES (ANGSTROEM)
C 1.2989 0.8216 -0.8337  0.200
N -1.5362 0.0395 1.8868  -0.255
N 1.5516 1.9529 -0.6802  -0.173
C 0.7168 -0.5289 -0.9643  -0.318
H -2.3510 0.4467 2.4026  0.519
N -0.2709 -0.5626 0.1010  -0.045
H 1.3523 -1.4367 -0.9915  0.314
N -0.8971 -0.1225 0.9704  0.460
H 0.1356 -0.6098 -1.8912  0.299

Calculated values
- multiplicity = 1
- charge = +1
- SMILES = N#CCN=[N+]=N
- HOMO level (eV) = -16.52
- HOMO-LUMO gap (eV) = 11.1
- lowest unoccupied orbital energy (eV) = -5.43

***

Short version: two) is the most stable of them.

***

one) This record from the OMol25 dataset describes C13H16N2 in the gas phase. The level of theory is wB97M-V/def2-TZVPD.

Each line ends with the natural charge from an NBO analysis.
CARTESIAN COORDINATES (ANGSTROEM)
H 1.1221 -0.2645 -1.6926  0.239
C -2.0432 0.2132 -0.6584  -0.114
H 0.5354 0.3351 3.6476  0.207
H 0.6891 -1.8887 2.6519  0.168
H -0.8843 -2.8596 1.3038  0.346
N -1.2874 -1.9307 0.8971  -0.638
H -3.1427 2.7969 -3.5547  0.217
H -3.4034 1.6324 -1.6507  0.205
C -0.4547 -1.3792 0.1199  0.277
C 1.3719 -2.6584 -1.0210  -0.432
C 0.9988 -1.9479 0.0612  0.087
C 1.6206 -1.3493 2.2219  0.174
C -1.6183 1.6901 -2.4826  0.013
H 1.6562 0.2736 4.9566  0.202
C -0.7234 -0.1985 -0.6987  -0.158
H 2.3705 -3.2013 -1.0712  0.210
C -2.4660 1.2195 -1.5432  -0.225
H 2.8521 0.3866 2.3507  0.228
H 3.1859 -0.8848 3.5387  0.214
C 2.4246 -0.3474 3.0726  -0.455
N 1.8184 -1.2644 0.9494  -0.440
H 0.6302 -2.9279 -1.6751  0.200
H -1.6555 3.1208 -4.1802  0.221
C -0.3012 1.2367 -2.5802  -0.225
H -2.6142 -0.2062 0.0733  0.227
H -2.2246 3.7222 -2.5450  0.226
C -2.1065 2.8546 -3.2561  -0.642
C 1.5505 0.5171 3.9994  -0.595
C 0.1136 0.2656 -1.7239  -0.163
H 1.8026 1.5471 3.9596  0.213
H 0.1832 1.4971 -3.4700  0.211

Calculated values
- multiplicity = 1
- SMILES = [H]/N=C(\C(=C)/N=C/CC)c1ccc(C)cc1
- HOMO level (eV) = -8.79
- HOMO-LUMO gap (eV) = 9.2
- lowest unoccupied orbital energy (eV) = 0.44

***

two) This record from the OMol25 dataset describes C13H16N2 in the gas phase. The level of theory is wB97M-V/def2-TZVPD.

Each line ends with the natural charge from an NBO analysis.
CARTESIAN COORDINATES (ANGSTROEM)
H 2.4088 -1.5658 1.6586  0.208
H 0.2303 2.3199 -1.5875  0.223
C -1.6272 1.8944 0.5176  -0.228
C -3.3570 0.1097 1.0408  -0.213
H 3.5274 1.5983 1.0018  0.209
H 3.4324 1.7579 -0.7850  0.198
C 2.9235 1.2627 0.1039  -0.400
H 2.8989 -0.5711 -1.2492  0.207
C -2.9077 1.4835 1.2248  -0.199
H 0.8915 0.6069 -1.6526  0.246
N -3.1918 -2.1616 0.0798  -0.354
H 1.0065 -0.6671 0.9308  0.207
C -1.1464 -2.5725 -1.3387  -0.003
H -4.3042 -0.1904 1.5578  0.231
H -2.7810 -4.0390 -0.8219  0.208
H 1.5524 2.9979 0.1577  0.210
C 2.9915 -0.2932 -0.1571  -0.414
C -2.4186 -2.9866 -0.6766  -0.007
H 4.0338 -0.6239 0.1499  0.210
C -0.8794 0.9283 -0.2914  -0.003
C 1.9850 -1.1637 0.6998  -0.628
C 1.4659 1.8752 0.1771  -0.402
N -0.5952 -1.3294 -1.2837  -0.391
H -0.6078 -3.3434 -1.9552  0.205
C -1.3674 -0.4970 -0.4768  0.178
C 0.4730 1.3960 -0.9770  -0.457
H 1.7280 -2.0724 0.0711  0.214
H -3.4547 2.2212 1.8690  0.228
H -1.2963 2.9500 0.6623  0.224
H 1.0111 1.5696 1.1612  0.208
C -2.6251 -0.8944 0.1889  0.088

Calculated values
- multiplicity = 1
- SMILES = CCCCCc1cccc2nccnc12
- HOMO level (eV) = -8.57
- HOMO-LUMO gap (eV) = 8.1
- lowest unoccupied orbital energy (eV) = -0.48

***

three) This record from the OMol25 dataset describes C13H16N2 in the gas phase. The level of theory is wB97M-V/def2-TZVPD.

Each line ends with the natural charge from an NBO analysis.
CARTESIAN COORDINATES (ANGSTROEM)
H -3.3243 -0.5660 -1.1271  0.357
H 3.6549 2.9938 -0.4711  0.207
C 1.6100 0.3437 -0.4076  -0.039
C -1.5592 -1.6895 -0.8195  -0.244
H -1.7527 -2.2269 -1.7917  0.217
N -3.0918 2.2987 0.1200  -0.800
C 1.9692 1.6990 -0.5440  -0.204
H -1.9618 -2.4534 -0.0804  0.168
H -0.3808 0.7733 -1.1103  0.226
C 0.2817 -0.0783 -0.7900  -0.156
C 0.6873 -2.3300 0.1808  -0.242
C -3.4709 1.0046 0.7852  -0.245
N -2.3265 -0.4881 -0.7045  -0.631
H 1.2357 2.4284 -0.7255  0.216
H -3.6730 1.4167 1.7401  0.206
C 1.9822 -1.9146 0.4879  -0.143
C 3.2797 1.9900 -0.1382  -0.201
H -1.4635 -0.1770 1.0910  0.201
H -1.9629 2.1930 0.3038  0.335
H 4.5101 -1.0585 0.6837  0.209
H -4.5207 0.7907 0.3910  0.174
C -0.1301 -1.3207 -0.5933  -0.053
H -3.0553 -1.0798 1.1362  0.175
C 3.8117 -0.2976 0.4215  -0.181
H 5.3300 1.3104 0.2603  0.220
H 2.8325 -2.4934 1.2003  0.210
C 2.5252 -0.6417 0.0699  -0.100
C 4.3007 0.9904 0.1180  -0.210
C -2.5603 -0.2671 0.6862  -0.245
H 0.3257 -3.2712 0.6328  0.230
H -3.1030 2.1209 -1.0057  0.345

Calculated values
- multiplicity = 1
- SMILES = NCCNCc1ccc2ccccc2c1
- HOMO level (eV) = -8.33
- HOMO-LUMO gap (eV) = 8.9
- lowest unoccupied orbital energy (eV) = 0.62

***

Short version: two) is the most stable of them.

***

one) This record from the OMol25 dataset describes C4H12O4 as an isolated structure. The level of theory is wB97M-V/def2-TZVPD.

Each line ends with the natural charge from an NBO analysis.
CARTESIAN COORDINATES (ANGSTROEM)
H 0.6888 -0.4695 2.3149  0.260
H -1.8507 0.3541 -1.6391  0.508
H -0.5741 0.1096 0.4136  0.170
H -1.8369 -1.7482 -0.4367  0.563
O 0.7930 -0.4058 -1.0213  -0.343
C 0.5085 0.1212 0.2241  -0.004
C -0.0035 2.2741 -0.7303  0.458
H -0.7822 -0.7215 -1.6578  0.465
H 2.2321 -0.1784 1.6623  0.262
H -0.3314 -1.7219 -0.0166  0.559
H 0.7419 2.3163 -1.5560  0.134
C 0.7489 1.6861 0.4480  -0.486
O -1.4531 -2.1767 0.3691  -0.796
H 1.8752 1.7826 0.3700  0.238
H 1.2842 -1.6186 1.0307  0.199
O -1.6922 -0.5791 -1.8400  -0.940
C 1.2544 -0.5661 1.3894  -0.583
O -1.1514 2.4007 -0.8460  -0.476
H -0.9608 -2.9946 0.1129  0.544
H 0.5094 2.1357 1.4088  0.267

Calculated values
- multiplicity = 2
- charge = +1
- HOMO level (spin up / spin down) (eV) = -14.11 / -13.95
- HOMO-LUMO gap (spin up / spin down) (eV) = 9.0 / 6.0
- ⟨S²⟩ = 0.757
- lowest unoccupied orbital energy (spin up / spin down) (eV) = -5.07 / -7.96

***

two) This record from the OMol25 dataset describes a 4-piece molecular cluster, C4H12O4 overall. The level of theory is wB97M-V/def2-TZVPD.

Each line ends with the natural charge from an NBO analysis.
CARTESIAN COORDINATES (ANGSTROEM)
H -1.6302 -0.3477 1.4799  0.487
H 1.8869 -1.3286 1.8223  0.514
H -3.3163 -0.4565 -0.5995  0.487
H -0.4206 -1.1680 -0.6936  0.245
C 0.4217 2.1441 0.1496  -0.199
C 0.5485 1.5892 -1.0499  -0.280
C 1.1105 0.3003 -1.4583  -0.071
H -3.7366 -0.0552 0.8059  0.500
H 0.4739 1.6577 1.0499  0.189
O 1.8822 -1.0427 0.9161  -0.941
O 1.1273 -2.0557 -1.7006  -0.565
H 0.0470 3.1527 0.3129  0.229
O -1.1912 -0.4081 2.3171  -0.957
H 0.5842 -2.8146 -1.5359  0.515
H 1.9859 0.3586 -2.1646  0.267
O -2.9764 -0.2295 0.2593  -0.970
H 2.7393 -0.8240 0.6163  0.491
C 0.6243 -0.9170 -1.0641  0.344
H -0.3896 0.1660 2.3632  0.460
H 0.2291 2.2790 -1.8259  0.256

Calculated values
- multiplicity = 2
- charge = +1
- HOMO level (spin up / spin down) (eV) = -14.26 / -14.26
- HOMO-LUMO gap (spin up / spin down) (eV) = 10.3 / 6.7
- ⟨S²⟩ = 0.763
- lowest unoccupied orbital energy (spin up / spin down) (eV) = -3.99 / -7.60

***

Short version: two) is the most stable of them.

***

one) This record from the OMol25 dataset describes C12H22N4O4 in the gas phase. The level of theory is wB97M-V/def2-TZVPD.

Each line ends with the natural charge from an NBO analysis.
CARTESIAN COORDINATES (ANGSTROEM)
C -0.7391 0.7816 0.2916  0.686
O 0.3392 1.3049 -4.1455  -0.654
H -2.5634 -1.1889 -2.4888  0.220
H 0.4723 -0.1863 1.7854  0.254
C -2.3664 -2.2113 3.0084  -0.695
H -2.2220 -3.0784 3.6572  0.241
C -0.3307 0.5436 1.7572  -0.133
C -0.0874 0.2586 -2.0643  -0.156
C 1.4753 2.4355 2.0401  0.668
H 0.3314 -2.3898 -0.3873  0.210
C 0.7828 0.8663 -3.0741  0.651
O 2.0521 1.9125 1.0762  -0.675
O -0.1036 -1.8419 3.2341  -0.627
H 0.2942 1.4817 3.5563  0.248
H -0.6116 2.5749 2.4154  0.230
H -1.0243 0.7246 -2.2663  0.260
H 0.5556 -1.7978 -2.7061  0.204
H 2.5621 -0.5881 -1.5868  0.197
N 0.1879 0.6649 -0.6847  -0.628
N 1.9806 3.4984 2.5768  -0.792
H 3.9764 0.3130 -2.0410  0.222
H -3.1807 -1.6414 3.3890  0.210
H 1.4471 4.1028 3.1499  0.400
H -1.4360 -1.7465 -0.3467  0.211
C -0.6161 -2.1586 -0.9316  -0.617
H -2.6289 -2.5327 1.9774  0.245
H 2.9993 3.6685 2.4065  0.423
O -1.8957 1.0506 -0.0030  -0.642
C 0.1936 1.8113 2.5135  -0.496
H -2.2895 0.1591 2.4216  0.399
H -1.5292 -0.9525 -3.9583  0.226
C -0.3219 -1.3259 -2.2802  -0.188
H 2.5162 1.0280 -3.8413  0.407
H 2.6879 1.2138 -1.1962  0.224
N -1.3672 -0.1484 2.5206  -0.596
H 1.1105 0.5810 -0.2928  0.424
N 2.0421 0.8404 -3.0023  -0.574
C -1.2152 -1.3533 3.0606  0.658
C -1.6693 -1.4897 -3.0380  -0.618
H -0.9372 -3.0916 -1.3187  0.209
C 2.8608 0.4453 -1.8627  -0.438
H -1.7323 -2.5384 -3.3213  0.202

Calculated values
- multiplicity = 1
- SMILES = CNC(=O)[C@H](NC(=O)[C@@H](CC(N)=O)NC(C)=O)C(C)C
- HOMO level (eV) = -9.04
- HOMO-LUMO gap (eV) = 9.6
- lowest unoccupied orbital energy (eV) = 0.51

***

two) This record from the OMol25 dataset describes C12H22N4O4 in the gas phase. The level of theory is wB97M-V/def2-TZVPD.

Each line ends with the natural charge from an NBO analysis.
CARTESIAN COORDINATES (ANGSTROEM)
N -1.1046 2.1228 1.9350  -0.627
C -1.2896 3.2954 2.8168  -0.409
H -1.7850 3.0661 3.7631  0.221
O 1.6903 1.9594 0.6346  -0.699
H -4.3898 0.2433 0.5148  0.231
H -1.8831 -2.0336 -1.1120  0.217
C 2.0803 -0.9193 0.3732  -0.128
H 3.9375 -2.0384 0.1431  0.244
C 2.6852 -2.5402 -1.5237  0.673
H -4.3879 -0.5013 -1.1002  0.203
N 2.4064 0.1917 -0.5734  -0.620
N 1.7243 -3.4121 -1.8531  -0.804
C 2.3980 2.4079 -1.5475  -0.694
H -2.5480 -0.9767 -2.3860  0.211
H -0.9243 -0.7529 -1.8323  0.201
O 3.4289 -2.0115 -2.3586  -0.660
H -1.9688 -1.0012 1.4956  0.252
C -1.6645 -0.1177 0.9362  -0.131
H -0.2071 2.0808 1.4717  0.415
H 0.2724 0.7672 0.5688  0.415
C 0.5615 -1.1812 0.5807  0.684
O 0.1547 -2.3299 0.6278  -0.670
H 1.4579 2.3661 -2.0904  0.240
H 1.6314 -3.6674 -2.8190  0.406
H 2.9139 -0.1622 -1.4116  0.442
H 2.5034 -0.6395 1.3554  0.234
H -2.4756 0.9511 -0.8083  0.201
C 2.8529 -2.1885 -0.0172  -0.503
H 2.5087 3.4163 -1.1226  0.242
C -2.4075 -0.0599 -0.3892  -0.213
H 3.2421 2.1281 -2.1106  0.223
O -3.0156 1.0007 2.4879  -0.628
C -1.9048 -1.0316 -1.4951  -0.606
H -3.8620 -1.4523 0.3160  0.200
C -3.8677 -0.4743 -0.1536  -0.603
H 2.4805 -3.0247 0.5807  0.254
H -1.9114 3.9558 2.2083  0.200
H -0.3283 3.7211 3.0051  0.208
C 2.1902 1.4922 -0.3817  0.696
H 1.0085 -3.6298 -1.1881  0.424
C -2.0011 1.0916 1.8148  0.670
N -0.2023 -0.1114 0.6445  -0.614

Calculated values
- multiplicity = 1
- SMILES = CNC(=O)[C@H](NC(=O)[C@@H](CC(N)=O)NC(C)=O)C(C)C
- HOMO level (eV) = -9.44
- HOMO-LUMO gap (eV) = 10.0
- lowest unoccupied orbital energy (eV) = 0.58

***

Short version: two) is the most stable of them.